(1)
Entry from the Open Molecules 2025 dataset: a cluster of 7 separate species, C27H45N7O9 in total in a non-equilibrium geometry (ωB97M-V with the def2-TZVPD basis set).

```
! RIJCOSX wB97M-V def2-TZVPD def2/J DEFGRID3
* xyz 0 1
O -26.889 39.422 24.471
N -28.081 39.691 24.796
O -28.499 40.863 24.783
C -28.954 38.634 25.350
C -30.155 39.153 26.231
C -31.017 38.024 26.948
C -30.610 36.593 26.720
C -29.518 36.183 26.015
C -28.651 37.168 25.243
H -30.381 40.216 26.083
H -32.020 38.273 27.340
H -31.235 35.974 27.206
H -29.196 35.128 26.030
H -27.860 36.800 24.712
O -23.226 38.652 19.846
N -22.366 38.309 20.719
O -21.367 37.654 20.257
C -22.268 38.796 22.033
C -20.929 38.834 22.740
C -21.023 39.199 24.320
C -22.311 39.478 25.022
C -23.574 39.411 24.331
C -23.628 39.157 22.804
H -20.033 38.582 22.143
H -19.996 39.095 25.009
H -22.321 39.728 25.907
H -24.336 39.728 24.975
H -24.621 39.197 22.439
C -33.043 33.462 26.719
N -31.833 32.858 26.008
C -31.658 33.072 24.558
C -30.994 32.140 26.721
O -30.016 31.559 26.151
H -32.845 33.595 27.857
H -33.923 32.774 26.618
H -33.342 34.488 26.193
H -32.596 33.375 24.133
H -31.406 32.224 23.946
H -30.745 33.601 24.516
H -31.097 32.175 27.700
C -26.127 43.917 25.688
N -26.729 44.865 24.833
C -28.217 45.027 25.121
C -26.203 45.391 23.703
O -26.996 45.989 22.856
H -26.136 44.158 26.687
H -25.208 43.551 25.313
H -26.689 42.991 25.551
H -28.787 44.474 25.899
H -29.063 45.270 24.243
H -28.373 46.050 25.614
H -25.142 45.350 23.472
C -35.034 39.452 28.083
N -34.358 40.065 26.989
C -35.013 39.915 25.654
C -33.193 40.813 27.214
O -32.605 41.364 26.317
H -34.512 39.476 29.009
H -35.027 38.337 28.063
H -36.076 39.625 28.215
H -34.319 39.412 24.931
H -35.032 40.960 25.304
H -35.924 39.447 25.814
H -32.864 40.922 28.294
C -33.411 36.538 29.833
N -34.540 36.753 30.785
C -35.880 36.219 30.319
C -34.335 37.323 31.920
O -35.214 37.744 32.666
H -33.688 36.557 28.764
H -32.699 35.747 29.995
H -33.113 37.464 29.765
H -36.252 37.040 29.740
H -36.540 36.181 31.208
H -35.994 35.096 30.056
H -33.303 37.246 32.132
C -26.675 36.629 20.982
N -26.390 35.267 20.502
C -25.005 34.887 20.587
C -27.340 34.479 20.038
O -27.128 33.288 19.848
H -26.804 36.580 22.066
H -27.517 37.202 20.401
H -25.808 37.148 20.984
H -24.544 34.513 19.603
H -24.888 34.078 21.255
H -24.405 35.723 20.972
H -28.343 34.949 19.835
*
```

Values from the calculation:
Frontier orbital gap   0.276 Ha
E_HOMO   -9.056 eV
Relative energy (zero: lowest compared OMol25 entry of this formula, charge and spin)   1570.3 kJ/mol

Mulliken atomic charge list, values in e, 6 entries:
1 O -0.52
2 N 0.84
3 O -0.54
4 C 0.15
5 C -0.59
6 C -0.15

(2)
Entry from the Open Molecules 2025 dataset: the ion C4H3F5N3O2S with charge +1 in a non-equilibrium geometry (ωB97M-V with the def2-TZVPD basis set).

```
! RIJCOSX wB97M-V def2-TZVPD def2/J DEFGRID3
* xyz 1 1
O 2.631 0.700 -0.309
S 1.233 0.619 -0.623
O 1.058 0.997 -1.999
C 0.544 -1.042 -0.288
N 0.719 -2.195 -0.924
N 0.042 -3.242 -0.450
C -0.606 -2.714 0.577
N -0.307 -1.379 0.719
C 0.274 1.800 0.470
F 0.358 1.361 1.749
F 0.911 2.965 0.341
C -1.205 2.049 0.023
F -1.304 2.492 -1.226
F -1.695 2.991 0.844
F -1.982 0.944 0.116
H 1.338 -2.268 -1.733
H -1.299 -3.249 1.239
H -0.711 -0.831 1.476
*
```

Values from the calculation:
Frontier orbital gap   0.392 Ha
E_HOMO   -16.018 eV

Mulliken atomic charge list, values in e, 6 entries:
1 O -0.53
2 S 1.06
3 O -0.53
4 C 0.14
5 N 0.35
6 N -0.63

(3)
Entry from the Open Molecules 2025 dataset: a structure of composition C17H29FNO2P2Ti in a non-equilibrium geometry (ωB97M-V with the def2-TZVPD basis set).

```
! RIJCOSX wB97M-V def2-TZVPD def2/J DEFGRID3
* xyz 1 1
C -0.949 2.993 -2.457
C -0.985 2.126 -1.365
N 0.168 1.779 -0.710
C 1.344 2.384 -1.039
C 1.377 3.368 -2.023
C 0.239 3.613 -2.800
C -2.323 1.705 -0.803
P -2.244 0.345 0.441
Ti 0.138 0.564 1.034
P 2.736 0.377 0.671
C 2.611 2.005 -0.270
C -0.518 -1.249 2.044
C -0.784 -1.257 3.412
C -0.656 -2.456 4.125
C -0.169 -3.604 3.491
C 0.211 -3.556 2.148
C 0.067 -2.364 1.422
O -2.556 -1.421 -5.627
O 1.824 -1.851 -3.172
H -1.864 3.195 -3.012
H 2.346 3.828 -2.278
H 0.288 4.311 -3.630
C -3.633 0.902 1.521
C -2.827 -1.219 -0.293
H 3.444 1.954 -0.990
H 2.874 2.805 0.447
H -3.025 1.434 -1.587
H -2.872 2.549 -0.332
C 3.768 0.448 2.142
C 3.221 -0.875 -0.537
H -1.088 -0.335 3.909
H -0.932 -2.481 5.179
H -0.080 -4.529 4.072
H 0.627 -4.455 1.687
H 0.439 -2.321 0.391
H 0.956 -1.529 -3.466
H 2.144 -2.411 -3.896
H -2.893 -1.530 -4.728
H -3.142 -0.712 -5.942
H 1.649 -0.457 1.381
H -4.620 0.905 1.025
H -3.686 0.252 2.406
H -3.399 1.924 1.849
H -3.913 -1.372 -0.274
H -2.469 -1.324 -1.325
H -2.391 -2.049 0.274
H 4.274 -0.727 -0.800
H 3.073 -1.852 -0.066
H 2.624 -0.909 -1.459
H 4.851 0.578 1.998
H 3.369 1.237 2.799
H 3.606 -0.506 2.670
F -0.251 1.772 2.342
*
```

Values from the calculation:
Frontier orbital gap (spin up / spin down)   0.228 / 0.223 Ha
E_HOMO (spin up / spin down)   -9.227 / -9.098 eV
Relative energy (zero: lowest compared OMol25 entry of this formula, charge and spin)   20.2 kJ/mol

Mulliken atomic charge list, values in e, 6 entries:
1 C -0.82
2 C 0.54
3 N 0.36
4 C 0.56
5 C -0.85
6 C -0.46

(4)
Entry from the Open Molecules 2025 dataset: a structure of composition C23H24N10O4STi (ωB97M-V with the def2-TZVPD basis set).

```
! RIJCOSX wB97M-V def2-TZVPD def2/J DEFGRID3
* xyz 0 1
Ti 0.045 0.376 -0.999
N 1.582 0.157 2.742
N 1.101 -1.160 2.726
C 0.803 -1.709 1.493
N 0.403 -2.989 1.518
N 0.926 -0.988 0.422
N 0.481 -1.491 -0.831
O -0.048 -2.648 -1.030
O 1.288 -0.898 -1.772
H 2.140 0.287 3.572
H 0.835 0.841 2.684
H 0.382 -1.384 3.404
H 0.726 -3.577 2.263
H 0.145 -3.346 0.593
N -5.790 5.454 -0.652
C -5.037 4.332 -0.937
C -5.652 3.158 -1.384
C -4.894 2.053 -1.713
C -3.510 2.109 -1.602
C -2.884 3.270 -1.165
C -3.641 4.373 -0.834
S -2.576 0.683 -1.991
O -3.335 -0.138 -2.872
O -1.250 1.165 -2.490
N -2.014 0.002 -0.657
C -2.828 -0.577 0.285
N -4.148 -0.579 0.069
C -4.896 -1.165 0.995
C -4.360 -1.745 2.131
C -2.985 -1.653 2.263
N -2.208 -1.065 1.366
H -6.767 5.308 -0.460
H -5.361 6.155 -0.073
H -6.731 3.121 -1.477
H -5.359 1.139 -2.053
H -1.807 3.306 -1.077
H -3.156 5.281 -0.496
H -5.966 -1.164 0.818
H -4.977 -2.229 2.872
H -2.481 -2.066 3.132
N 1.359 1.720 -2.175
C 2.639 1.758 -1.522
C 3.758 1.281 -2.187
C 4.987 1.256 -1.551
C 5.091 1.709 -0.244
C 3.966 2.176 0.413
C 2.716 2.210 -0.204
C 1.515 2.664 0.547
C 1.647 3.722 1.449
C 0.586 4.105 2.255
C -0.620 3.427 2.160
C -0.758 2.390 1.244
C 0.289 1.984 0.407
H 1.435 1.360 -3.120
H 0.912 2.631 -2.195
H 3.659 0.914 -3.201
H 5.854 0.873 -2.072
H 6.043 1.681 0.268
H 4.042 2.487 1.448
H 2.589 4.255 1.516
H 0.701 4.928 2.949
H -1.456 3.708 2.791
H -1.714 1.880 1.190
*
```

Values from the calculation:
Frontier orbital gap (spin up / spin down)   0.279 / 0.279 Ha
E_HOMO (spin up / spin down)   -7.064 / -7.063 eV
Relative energy (zero: lowest compared OMol25 entry of this formula, charge and spin)   0.0 kJ/mol

Mulliken atomic charge list, values in e, 6 entries:
1 Ti -0.94
2 N -0.28
3 N -0.35
4 C 0.37
5 N -0.32
6 N -0.19

(5)
Entry from the Open Molecules 2025 dataset: the molecule H4N2O2S in a non-equilibrium geometry (ωB97M-V with the def2-TZVPD basis set).

```
! RIJCOSX wB97M-V def2-TZVPD def2/J DEFGRID3
* xyz 0 1
N 2.565 -0.336 -0.016
N 1.392 0.195 0.087
O -2.176 -0.494 -0.041
O -0.749 1.331 0.074
S -0.386 -0.242 0.106
H 2.498 -1.275 0.319
H 1.463 1.173 0.154
H -2.339 -1.261 -0.475
H -1.705 1.245 -0.114
*
```

Values from the calculation:
Frontier orbital gap (spin up / spin down)   0.280 / 0.280 Ha
E_HOMO (spin up / spin down)   -8.401 / -8.399 eV
Relative energy (zero: lowest compared OMol25 entry of this formula, charge and spin)   408.2 kJ/mol

Mulliken atomic charge list, values in e, 6 entries:
1 N -0.62
2 N 0.16
3 O -0.71
4 O -0.48
5 S 0.39
6 H 0.25

(6)
Entry from the Open Molecules 2025 dataset: a cluster of 2 separate species, C6H10O2 in total in a non-equilibrium geometry (ωB97M-V with the def2-TZVPD basis set).

```
! RIJCOSX wB97M-V def2-TZVPD def2/J DEFGRID3
* xyz 0 1
C 1.263 -1.417 0.571
C 2.033 -0.429 -0.259
O 2.319 -0.536 -1.607
C 2.609 0.651 0.325
O 3.020 1.573 0.897
H 1.874 -2.279 0.432
H 0.325 -1.519 0.021
H 1.157 -1.111 1.574
H 1.475 -0.577 -2.199
C -1.005 1.515 -0.499
C -1.751 0.474 -0.548
C -2.406 -0.100 0.758
H -0.722 2.127 0.335
H -0.690 1.982 -1.471
H -2.033 0.188 -1.543
H -1.742 0.280 1.562
H -2.399 -1.170 0.698
H -3.326 0.347 0.955
*
```

Values from the calculation:
Frontier orbital gap   0.316 Ha
E_HOMO   -7.903 eV
Relative energy (zero: lowest compared OMol25 entry of this formula, charge and spin)   313.6 kJ/mol

Mulliken atomic charge list, values in e, 6 entries:
1 C -0.92
2 C 0.22
3 O -0.57
4 C 0.53
5 O -0.38
6 H 0.32